(1)
# C37H41Br2KN11O10S

C37H41Br2KN11O10S as an isolated structure in a non-equilibrium geometry (ωB97M-V/def2-TZVPD, the OMol25 dataset).

Properties
**HOMO-LUMO gap**: 7.52 eV
**Net charge**: -1
**Energy relative to the best compared isomer or geometry (same formula, charge and spin)**: 32.4 kcal/mol
**LUMO energy**: 1.692 eV
**E_tot**: -8935.28069 Eh
**F_max**: 3.29 eV/Å

Geometry (Å):
K  -0.1754  0.3130  -2.0064
Br  2.1001  2.8973  5.1872
C  1.4603  2.2010  3.5393
C  1.2106  3.0474  2.4766
C  0.7699  2.4591  1.2957
N  0.5893  1.1570  1.1561
C  0.8115  0.3512  2.1939
C  1.2544  0.8406  3.4237
C  0.5304  -1.0960  1.9712
C  0.6095  -2.0471  2.9857
C  0.2630  -3.3489  2.6732
Br  0.3746  -4.6850  4.0190
C  -0.1710  -3.6798  1.4053
C  -0.2122  -2.6529  0.4659
N  0.1404  -1.4083  0.7408
H  1.3631  4.1144  2.5560
H  0.5617  3.0569  0.4133
H  1.4422  0.1904  4.2639
H  0.9313  -1.7975  3.9840
H  -0.4616  -4.6854  1.1372
H  -0.5549  -2.8480  -0.5433
N  -3.7277  -0.5241  -1.4334
C  -3.8702  0.8110  -2.0345
C  -2.4574  1.3542  -2.2943
O  -1.8410  1.8511  -1.3221
O  -1.9720  1.2060  -3.4318
H  -4.6390  -0.9006  -1.2043
H  -3.2308  -0.4324  -0.5509
H  -4.4114  1.5163  -1.3891
H  -4.3914  0.7232  -2.9880
C  -2.4333  -0.3396  4.3511
C  -3.7258  0.2375  3.7703
N  -3.6158  1.6155  3.3166
C  -3.8153  2.6790  4.2752
C  -2.5442  3.1496  4.9927
C  -3.0783  1.8467  2.0596
C  -3.0884  3.2781  1.5730
N  -2.6425  0.8759  1.3618
H  -2.5331  -1.4172  4.4974
H  -2.1741  0.1158  5.3086
H  -1.6297  -0.1595  3.6379
H  -4.5386  0.1844  4.5000
H  -3.9965  -0.3579  2.9002
H  -4.5278  2.3191  5.0205
H  -4.2774  3.5358  3.7796
H  -2.0825  2.3334  5.5471
H  -2.7884  3.9508  5.6942
H  -1.8112  3.5267  4.2785
H  -4.1130  3.6505  1.5076
H  -2.6452  3.3033  0.5789
H  -2.5269  3.9450  2.2293
H  -2.3007  1.1990  0.4514
C  2.1751  -3.5272  -1.4916
S  2.1120  -1.7914  -2.0491
C  2.4204  -2.2336  -3.7828
O  3.3961  -1.1812  -1.5982
H  3.0535  -4.0097  -1.9170
H  1.2506  -4.0077  -1.8156
H  2.2332  -3.5315  -0.4059
H  1.6394  -2.9120  -4.1238
H  3.4089  -2.6884  -3.8269
H  2.3940  -1.3145  -4.3601
O  -4.4639  -1.2694  -7.5578
N  -4.6373  -1.9265  -6.5403
O  -5.6424  -2.5945  -6.3341
C  -3.6245  -1.8867  -5.5235
C  -2.5391  -1.0322  -5.6545
C  -1.5439  -1.0207  -4.7140
C  -1.5384  -1.8953  -3.5467
O  -0.6399  -1.8983  -2.6916
C  -2.7164  -2.7633  -3.4911
C  -3.7173  -2.7295  -4.4235
N  -2.8886  -3.7174  -2.4217
O  -4.0256  -4.1014  -2.1738
O  -1.9099  -4.1382  -1.8235
N  -0.4858  -0.0675  -4.9047
O  0.4855  -0.0873  -4.1489
O  -0.5361  0.6834  -5.8649
H  -2.4797  -0.3561  -6.4921
H  -4.5680  -3.3844  -4.3161
C  4.0740  1.6649  -3.2443
C  2.7784  1.8170  -2.7772
N  2.4966  1.9733  -1.4842
C  3.5067  1.9938  -0.6212
C  4.8525  1.9127  -0.9917
C  5.1193  1.7311  -2.3456
C  5.9550  2.1990  -0.0565
C  6.1582  1.8110  1.2060
C  5.4671  0.8004  2.0152
C  4.8215  -0.3183  1.4919
C  4.3839  -1.2645  2.3988
N  4.5290  -1.1295  3.7174
C  5.1305  -0.0141  4.1122
N  5.6178  0.9420  3.3407
H  4.2561  1.5271  -4.3019
H  1.9363  1.8370  -3.4605
H  3.2460  2.1574  0.4204
H  6.1442  1.6653  -2.6925
H  6.6909  2.8844  -0.4678
H  6.9879  2.2603  1.7404
H  4.6781  -0.4715  0.4326
H  3.9053  -2.1764  2.0565
H  5.2447  0.1241  5.1838


(2)
# C37H41InN10O3S2

C37H41InN10O3S2 as an isolated structure in a non-equilibrium geometry (ωB97M-V/def2-TZVPD, the OMol25 dataset).

Properties
**HOMO-LUMO gap**: 6.74 eV
**Net charge**: +2
**Energy relative to the best compared isomer or geometry (same formula, charge and spin)**: 0.0 kcal/mol
**LUMO energy**: -4.998 eV
**E_tot**: -3193.75288 Eh
**F_max**: 3.85 eV/Å

Geometry (Å):
In  -1.5262  0.6444  1.5930
N  2.7666  4.1059  10.3215
C  2.3869  3.9076  9.2583
C  1.7514  3.7220  7.9837
C  0.4429  3.2226  8.0204
C  -0.0554  2.5896  6.8799
C  0.6742  2.7087  5.6493
C  1.8844  3.4259  5.6472
C  2.4433  3.9124  6.8046
C  0.0511  2.2485  4.4125
C  0.8365  1.5432  3.4781
C  2.0957  1.0037  3.7472
C  2.5142  0.2463  2.5960
C  1.5084  0.4060  1.6658
N  0.4653  1.2266  2.1332
C  -1.2902  2.5953  4.1317
C  -2.0339  3.6229  4.8324
C  -3.3229  3.6616  4.3462
C  -3.4142  2.6895  3.4057
N  -2.2037  2.1562  3.0786
H  -0.1366  3.2974  8.9801
H  -0.9038  1.8720  6.9651
H  2.3633  3.6433  4.6929
H  3.4223  4.4291  6.8300
H  2.7125  1.1249  4.6436
H  3.2888  -0.4901  2.6596
H  1.5245  0.1460  0.6463
H  -1.5651  4.2084  5.5556
H  -4.0951  4.3963  4.6798
H  -4.2887  2.6339  2.7418
C  -0.3791  0.9109  -3.4092
N  -1.6761  0.5498  -2.8762
C  -2.6286  -0.2081  -3.5730
C  -3.6060  -0.4740  -2.7535
N  -3.3031  0.1524  -1.4725
C  -2.1352  0.8071  -1.6065
S  -1.4729  2.0340  -0.7292
C  -4.0852  0.1438  -0.2873
C  -5.4805  -0.0113  -0.4637
C  -6.3071  -0.2401  0.6371
C  -5.6867  -0.3994  1.9120
C  -4.3409  -0.0673  2.0341
N  -3.5639  0.2541  0.9474
H  -0.5134  1.0748  -4.4787
H  0.3441  0.1668  -3.1523
H  -0.1041  1.8734  -3.0233
H  -2.4912  -0.5143  -4.6466
H  -4.4754  -1.1043  -2.9824
H  -5.9711  0.0564  -1.4172
H  -7.3892  -0.1776  0.4774
H  -6.2693  -0.7248  2.7409
H  -3.9252  0.0665  3.0722
C  4.1820  1.4629  -4.1910
C  3.9667  0.9349  -2.7794
N  5.0077  -0.0451  -2.3850
C  6.3468  0.5955  -2.4732
C  6.5926  1.2550  -3.8526
N  5.4881  0.8795  -4.8192
C  5.3311  -0.6124  -4.8349
C  4.9419  -1.1424  -3.3660
H  4.1853  2.5606  -4.2068
H  3.3525  1.1575  -4.8264
H  3.0095  0.3611  -2.6791
H  3.8466  1.7647  -2.0201
H  7.0950  -0.1431  -2.2688
H  6.4938  1.2681  -1.6568
H  7.5297  0.8855  -4.2041
H  6.7110  2.3097  -3.7797
H  5.7495  1.2130  -5.7598
H  6.2636  -0.9900  -5.1684
H  4.5728  -0.9086  -5.6023
H  5.6685  -1.9182  -3.0294
H  3.9828  -1.6950  -3.3661
C  -2.3266  -3.3288  3.1170
S  -1.0831  -1.9988  2.7962
O  0.2161  -2.6360  3.0658
O  -1.2401  -1.4638  1.3210
O  -1.4631  -0.9250  3.6995
H  -2.8610  -2.9287  3.9743
H  -1.9318  -4.3244  3.2659
H  -2.9936  -3.2140  2.2049
N  -3.1693  -6.6399  -6.4918
C  -2.5620  -5.6536  -5.7214
C  -3.3317  -4.6767  -5.0413
C  -2.6708  -3.9378  -4.1736
N  -1.3644  -3.9019  -4.0428
C  -0.6506  -4.6906  -4.7584
C  -1.1721  -5.6244  -5.6542
H  -4.1645  -6.5170  -6.6521
H  -2.5923  -6.9013  -7.3248
H  -4.4441  -4.6323  -5.1727
H  -3.2098  -3.2613  -3.5514
H  0.4260  -4.6748  -4.6695
H  -0.5648  -6.3310  -6.2512


(3)
# C37H41N6O2PtS2

C37H41N6O2PtS2 as an isolated structure (ωB97M-V/def2-TZVPD, the OMol25 dataset).

Properties
**HOMO-LUMO gap**: 7.02 eV
**Net charge**: +1
**Energy relative to the best compared isomer or geometry (same formula, charge and spin)**: 0.0 kcal/mol
**LUMO energy**: -3.521 eV
**E_tot**: -2829.12519 Eh
**F_max**: 0.25 eV/Å

Geometry (Å):
Pt  1.2464  -0.0185  0.4063
C  -0.1347  2.6769  0.8381
N  1.2107  2.0952  0.5280
C  1.6674  2.5829  -0.8100
C  1.0460  1.7628  -1.9147
N  1.4418  0.3187  -1.8038
C  0.5376  -0.4622  -2.6892
C  2.8479  0.2036  -2.2399
C  3.1692  0.1862  -3.5936
C  4.4917  0.1491  -4.0017
C  5.5073  0.1422  -3.0557
C  5.1945  0.1595  -1.7094
C  3.8645  0.1832  -1.2904
S  3.5456  0.1668  0.4395
C  2.0958  2.5530  1.6231
C  2.7116  3.7904  1.5942
C  3.4545  4.1984  2.6933
C  3.5626  3.3741  3.8038
C  2.9433  2.1346  3.8218
C  2.1999  1.7188  2.7236
S  1.3589  0.1700  2.7144
H  -0.0107  3.7552  0.9364
H  -0.4863  2.2638  1.7802
H  -0.8309  2.4511  0.0385
H  2.7547  2.5199  -0.8355
H  1.3754  3.6273  -0.9269
H  1.3965  2.1449  -2.8772
H  -0.0389  1.8024  -1.8918
H  0.4649  0.0090  -3.6697
H  -0.4544  -0.4813  -2.2542
H  0.9289  -1.4663  -2.8188
H  2.3946  0.2069  -4.3466
H  4.7247  0.1269  -5.0572
H  6.5429  0.1174  -3.3664
H  5.9808  0.1429  -0.9649
H  2.6308  4.4397  0.7327
H  3.9521  5.1579  2.6765
H  4.1479  3.6918  4.6561
H  3.0467  1.4774  4.6755
O  -0.8364  -1.4983  2.5368
C  -1.4551  -0.9015  1.6780
N  -2.8100  -0.8634  1.5744
C  -3.2607  0.0144  0.5164
C  -1.9030  0.3132  -0.1494
O  -1.7823  0.9385  -1.1923
N  -0.8944  -0.1938  0.6025
C  -3.8833  1.3090  1.0599
C  -3.7936  2.5106  0.3629
C  -4.3989  3.6577  0.8570
C  -5.1090  3.6209  2.0465
C  -5.2132  2.4247  2.7393
C  -4.6051  1.2793  2.2490
C  -4.2122  -0.6838  -0.4563
C  -4.6099  -0.0506  -1.6310
C  -5.4989  -0.6714  -2.4934
C  -6.0113  -1.9255  -2.1918
C  -5.6231  -2.5573  -1.0220
C  -4.7261  -1.9407  -0.1595
H  -3.3516  -1.0967  2.3883
H  -3.2515  2.5553  -0.5710
H  -4.3180  4.5836  0.3023
H  -5.5831  4.5150  2.4283
H  -5.7728  2.3776  3.6640
H  -4.7208  0.3613  2.8107
H  -4.2250  0.9287  -1.8750
H  -5.7991  -0.1675  -3.4029
H  -6.7109  -2.4043  -2.8638
H  -6.0176  -3.5339  -0.7737
H  -4.4235  -2.4575  0.7409
C  0.2020  -2.9022  -0.1139
C  0.3939  -4.4407  -0.0871
N  1.7580  -4.7975  0.2635
C  2.6543  -4.1741  -0.6925
C  2.5271  -2.6296  -0.6540
N  1.4609  -2.2081  0.3140
C  1.8652  -2.7387  1.6579
C  2.0523  -4.2755  1.5930
H  -0.5902  -2.6296  0.5636
H  -0.0461  -2.5432  -1.1102
H  0.1533  -4.8696  -1.0605
H  -0.2803  -4.8824  0.6464
H  2.4223  -4.5505  -1.6895
H  3.6789  -4.4643  -0.4597
H  2.2723  -2.2368  -1.6323
H  3.4580  -2.1775  -0.3325
H  1.0854  -2.4636  2.3613
H  2.7865  -2.2263  1.9293
H  1.3890  -4.7596  2.3094
H  3.0755  -4.5466  1.8541


Question: Look up the net charge of the first one.
Answer: -1


Question: The lowest net charge belongs to which entry?
Answer: C37H41Br2KN11O10S